Entry 1:
Entry from OMol25: C26H50OP2PdSi as an isolated structure (ωB97M-V/def2-TZVPD).

```
81
Properties=species:S:1:pos:R:3:forces:R:3
Pd 2.70282 -0.42182 -1.62179 -3.151 1.351 4.918
C 0.10747 0.35475 3.66039 0.451 -0.021 0.012
C 0.66102 1.60715 3.26283 -0.241 -0.018 -0.158
C -1.63214 1.73977 3.08028 -0.200 -0.577 0.207
C -1.29620 0.43362 3.56158 -0.437 0.461 -0.010
C -0.42931 2.43636 2.84713 0.777 0.313 -0.449
C 0.88948 -0.84943 4.03482 0.155 -0.258 0.010
H 1.94651 -0.73271 3.77391 -0.253 -0.066 0.159
H 0.51122 -1.74792 3.51906 0.056 0.311 0.219
H 0.83814 -1.04901 5.11016 -0.082 0.050 -0.023
C -2.25627 -0.65594 3.81155 -0.215 -0.727 -0.044
H -1.71936 -1.57152 4.08459 -0.209 0.170 0.089
H -2.79647 -0.88317 2.87743 0.125 0.187 0.305
H -3.01830 -0.45612 4.58494 0.400 0.178 -0.226
C -2.99206 2.22324 2.80202 -0.306 0.399 -0.331
H -3.64987 2.15882 3.67910 0.175 -0.050 -0.114
H -3.45443 1.61099 2.01290 0.181 0.104 0.264
H -2.98252 3.26260 2.44970 -0.048 -0.263 0.167
C -0.29182 3.76735 2.19782 0.017 0.424 0.298
H -0.50871 4.54432 2.94781 0.067 -0.021 -0.166
H -0.99477 3.92236 1.36552 0.132 -0.167 0.378
H 0.72785 3.94583 1.82770 -0.361 -0.105 0.176
C 2.09862 1.97433 3.25435 0.389 -0.032 -0.118
H 2.35400 2.44986 4.22295 0.002 -0.161 -0.431
H 2.34973 2.68797 2.44599 -0.202 -0.307 0.478
H 2.74666 1.08503 3.13444 -0.333 0.470 0.138
C 2.49728 -2.14916 -2.75683 1.028 -0.971 -0.285
C 3.68822 -2.11581 -1.98537 -0.052 -1.632 -1.875
C 5.00015 -1.52967 -2.46302 0.569 0.080 -0.170
C 4.94497 -0.14640 -3.24864 0.871 -0.490 0.501
C 3.80091 0.72411 -2.83610 -0.728 1.363 -1.422
C 2.46347 0.64451 -3.33485 2.207 1.082 -0.976
C 2.03534 -0.24392 -4.45533 -0.511 -0.712 -0.136
C 2.39541 -1.74231 -4.21496 0.058 -0.143 -0.324
H 5.59248 -2.23872 -3.05847 -0.249 -0.004 0.086
H 5.00380 -0.28070 -4.34237 -0.017 0.025 0.485
H 5.58244 -1.38078 -1.54469 0.035 0.094 -0.261
H 3.35073 -1.98308 -4.69212 -0.133 0.084 -0.029
H 1.66773 -2.73909 -2.37830 0.056 0.039 0.177
H 3.69885 -2.71902 -1.07114 0.126 0.223 -0.248
H 1.63182 -2.37014 -4.70298 0.355 0.223 0.173
H 0.94234 -0.14439 -4.56078 0.375 -0.080 -0.061
H 1.83307 1.49546 -3.11999 -0.034 0.000 -0.011
H 2.48302 0.07711 -5.40678 -0.134 0.049 0.228
H 5.83243 0.39750 -2.88279 -0.087 -0.356 -0.706
H 4.08052 1.65604 -2.30331 -0.305 -0.594 -0.178
P -0.58722 -1.17122 0.25117 0.275 0.467 0.564
C -0.65965 -2.95063 -0.01306 0.459 -0.891 -0.238
C 1.76192 -1.39152 0.78647 -0.545 0.079 0.091
P -0.35901 1.72499 -0.32996 -0.042 -0.457 0.401
C -0.37488 0.01547 -1.14750 0.487 -0.815 -0.288
C 0.91907 2.82401 -1.12591 -0.168 0.091 -0.057
C -1.76825 2.20018 -1.37415 -0.176 0.645 -0.373
H -1.62330 -3.48507 0.06132 0.543 0.805 -0.202
H -0.01528 -3.34764 0.78549 -0.186 -0.079 -0.375
H -0.17840 -3.17452 -0.96745 0.017 -0.272 0.022
H 2.70076 -0.92667 0.40322 -0.095 0.030 0.181
H 1.95187 -2.47229 0.93936 -0.201 0.666 -0.088
H 1.49931 -0.87228 1.71252 0.635 -0.267 -0.310
H -1.41337 1.86863 -2.36620 -0.774 0.563 0.086
H -1.94216 3.27792 -1.34703 -0.007 -0.031 -0.170
H -2.70887 1.70050 -1.10049 0.441 -0.004 -0.061
H -1.28999 -0.04305 -1.75436 0.432 -0.003 -0.014
H 0.51174 -0.20421 -1.79912 -0.861 0.072 0.536
H 0.76353 3.87465 -0.77450 -0.047 -0.867 -0.215
H 0.76111 2.79541 -2.20356 0.109 0.310 -0.055
H 1.96457 2.56855 -0.90520 -0.297 -0.099 0.079
C -4.90908 0.01652 0.80622 -0.250 -0.083 0.077
Si -3.72177 -1.16024 0.01443 0.806 -0.130 0.416
C -3.94851 -2.88757 0.62104 -0.693 -0.206 -0.098
C -3.92019 -0.99708 -1.82508 0.030 -0.015 -0.013
O -2.15020 -0.86270 0.62234 0.156 0.916 -0.479
H -5.89171 -0.35210 0.45928 0.163 0.286 0.258
H -4.80634 1.05662 0.46414 -0.060 -0.297 0.074
H -4.89093 -0.02040 1.90556 -0.145 0.013 -0.343
H -5.02537 -3.08435 0.54218 0.153 -0.368 0.170
H -3.41640 -3.62576 0.00597 -0.418 0.152 0.218
H -3.63809 -2.98453 1.67404 -0.146 -0.029 -0.376
H -4.11793 0.03901 -2.13283 0.062 -0.287 0.008
H -3.09176 -1.40393 -2.41537 -0.191 0.003 0.031
H -4.82148 -1.59296 -2.04132 0.218 0.179 -0.171
```
Forces are in eV/Å.

Computed properties:
charge: +2
LUMO (spin up / spin down): -0.203 / -0.278 hartree
spin multiplicity: 5
Kohn-Sham gap (spin up / spin down): 7.08 / 6.47 eV

***

Entry 2:
Entry from OMol25: a 3-piece molecular cluster, C26H51BClO11S4 overall (ωB97M-V/def2-TZVPD).

```
94
Properties=species:S:1:pos:R:3:forces:R:3
C -4.68393 -5.52474 -1.22109 0.475 -0.019 0.323
C -3.78948 -5.45869 -0.42007 -0.232 0.131 -0.201
C -2.69607 -5.37763 0.55155 -0.023 -0.046 0.054
C -2.85170 -4.37763 1.72696 0.110 -0.101 0.089
C -1.98368 -3.11614 1.62437 -0.241 -0.367 -0.298
C -2.45918 -1.87628 0.82595 0.255 0.660 0.678
S -4.11260 -2.09721 0.00366 -0.140 -0.208 -0.309
O -2.59752 -0.82672 1.73173 0.198 -0.160 -0.054
B -2.41503 0.48146 1.02353 -0.161 0.350 -0.294
C -1.52404 1.50546 1.95791 -0.007 -0.311 0.085
C -0.52257 0.89763 2.95604 0.025 0.308 0.191
C -1.24894 0.33267 4.15843 0.086 -0.114 0.043
Cl -0.08401 -0.42106 5.33724 -0.016 0.029 -0.023
C -3.82737 1.25168 0.61322 0.072 -0.172 0.276
C -4.96087 0.96963 1.61165 0.045 0.013 -0.187
C -6.36744 0.89160 1.06944 0.353 0.118 -0.133
O -7.27339 0.32829 1.61167 -0.309 0.008 0.275
O -6.60519 1.58962 -0.08539 -0.460 -0.364 -0.224
O -1.77985 0.04594 -0.28535 0.234 0.061 0.014
C -1.42384 -1.30412 -0.23376 -0.554 -0.262 -0.063
C -1.70897 -2.01490 -1.58550 0.536 -0.001 0.027
C -0.58580 -2.20263 -2.60641 -0.274 -0.292 -0.208
C -1.15127 -2.82968 -3.88174 -0.237 0.356 0.077
S 0.03949 -2.87029 -5.25851 0.106 -0.232 -0.003
C 0.03703 -1.45716 0.27404 0.153 0.045 -0.124
C 0.95296 -0.23107 0.11688 0.186 -0.191 -0.059
C 1.45862 0.12747 -1.28186 0.124 0.266 0.007
C 0.54417 1.08688 -2.02825 -0.252 -0.476 -0.006
O 0.40664 2.28175 -1.26116 0.135 0.211 -0.343
H -5.45436 -5.51426 -1.94717 -0.140 -0.043 -0.063
H -1.76416 -5.15275 0.02162 -0.068 -0.017 -0.048
H -2.56110 -6.37908 0.97050 -0.017 0.002 -0.060
H -2.48654 -4.90997 2.61088 -0.081 0.055 0.021
H -3.90142 -4.15369 1.91515 0.031 0.008 -0.087
H -1.79490 -2.74414 2.63302 0.033 -0.002 -0.056
H -1.02574 -3.46083 1.22675 0.050 0.100 0.030
H -4.78930 -2.19059 1.15366 0.033 0.061 0.067
H -2.21746 2.12421 2.54864 0.020 0.056 -0.078
H -1.00095 2.20379 1.29116 -0.010 -0.026 0.041
H 0.09465 0.11556 2.51472 -0.121 -0.045 -0.010
H 0.17234 1.66405 3.32373 0.011 -0.058 -0.041
H -1.93664 -0.45932 3.88168 -0.028 0.067 -0.044
H -1.76977 1.10552 4.72182 0.007 -0.019 -0.046
H -4.08438 0.92341 -0.40066 -0.025 -0.059 0.052
H -3.65176 2.33408 0.57885 -0.031 -0.032 -0.174
H -4.79262 0.04037 2.15825 0.008 0.071 0.011
H -5.00158 1.77342 2.35723 -0.012 -0.083 0.048
H -5.92398 1.35953 -0.72961 0.380 0.374 0.219
H -2.51320 -1.45444 -2.06850 -0.099 -0.096 0.126
H -2.07257 -3.02408 -1.35567 -0.144 0.063 -0.089
H -0.12951 -1.25494 -2.88476 0.084 -0.032 0.126
H 0.17418 -2.88677 -2.22014 0.179 0.256 0.005
H -1.48751 -3.85118 -3.69707 0.064 -0.003 -0.055
H -2.01776 -2.25217 -4.21056 0.014 -0.069 0.015
H 0.83803 -1.89881 -4.80182 -0.012 0.060 -0.001
H 0.02025 -1.69414 1.33907 -0.057 0.097 0.029
H 0.53590 -2.30916 -0.20614 -0.111 -0.039 0.050
H 1.83918 -0.44265 0.72669 -0.043 0.036 0.008
H 0.49048 0.65848 0.53732 -0.068 -0.092 -0.012
H 1.64361 -0.76512 -1.88650 -0.018 0.027 0.019
H 2.43421 0.61066 -1.17449 -0.053 0.024 -0.011
H 0.93435 1.30103 -3.03362 0.142 0.117 0.113
H -0.44007 0.62896 -2.15459 -0.003 0.109 0.082
H -0.48423 2.60598 -1.41428 -0.096 -0.027 0.181
O 4.35827 -0.77252 -0.29089 0.133 0.108 -0.061
S 5.23152 -1.60089 0.48208 -0.119 -0.149 0.047
O 6.48353 -1.07847 0.93844 -0.003 0.029 0.002
O 5.48346 -2.95353 -0.31869 0.054 -0.008 0.089
C 5.88677 -2.83223 -1.70238 0.013 -0.001 -0.291
C 7.34936 -2.47159 -1.85275 0.010 0.056 0.122
C 4.34866 -2.29107 1.83526 -0.016 -0.027 0.023
H 5.23788 -2.10854 -2.19721 -0.016 0.027 0.068
H 5.67988 -3.81185 -2.12846 -0.019 -0.031 0.084
H 7.54895 -1.46249 -1.49597 -0.014 0.004 -0.007
H 7.63016 -2.52917 -2.90505 -0.017 -0.021 -0.009
H 7.97330 -3.15924 -1.28180 0.001 -0.028 -0.037
H 3.41780 -2.71276 1.46560 -0.007 0.014 -0.008
H 4.14833 -1.47403 2.52549 -0.002 0.016 -0.016
H 4.96897 -3.04739 2.30842 0.009 0.009 0.003
O 1.42645 8.41739 -1.40687 0.042 0.028 -0.050
S 2.16235 7.95506 -0.26695 -0.075 -0.109 0.079
O 3.59312 7.99975 -0.29901 0.014 0.045 -0.028
O 1.66983 6.50766 0.12132 0.033 0.066 0.040
C 1.61932 5.49370 -0.92143 -0.051 -0.368 -0.231
C 2.98204 4.92417 -1.24240 0.104 0.165 0.024
C 1.59451 8.77555 1.18235 -0.026 0.029 0.028
H 1.13570 5.91567 -1.80273 0.016 0.112 0.048
H 0.97358 4.71720 -0.51981 0.002 0.061 0.108
H 3.62536 5.66381 -1.71870 -0.017 0.001 -0.010
H 2.85859 4.07590 -1.91529 -0.042 -0.030 0.037
H 3.47589 4.58228 -0.33326 -0.031 -0.064 -0.007
H 0.51067 8.71349 1.21658 0.000 -0.009 0.000
H 1.91964 9.81058 1.10508 0.010 -0.004 -0.021
H 2.04425 8.29847 2.04869 0.008 -0.004 -0.004
```
Forces are in eV/Å.

Computed properties:
charge: -1
LUMO: 0.075 hartree
spin multiplicity: 1
Kohn-Sham gap: 7.34 eV

***

Entry 3:
Entry from OMol25: a 3-piece molecular cluster, C26H51BIN3O12P overall (ωB97M-V/def2-TZVPD).

```
95
Properties=species:S:1:pos:R:3:forces:R:3
C 4.24492 -2.46583 -0.80810 -0.083 -0.019 0.160
C 2.94672 -2.21358 -0.88330 0.185 0.084 -0.097
C 2.07973 -1.73346 0.27295 -0.380 -0.279 0.114
C 2.21869 -2.76903 1.43222 0.172 0.045 0.203
C 2.11531 -4.21594 0.99092 -0.041 -0.279 0.033
O 1.15081 -4.71277 0.51378 -0.012 0.127 -0.059
I 3.85940 -5.43748 1.36814 -0.092 0.128 0.015
C 0.61859 -1.75022 -0.20927 0.124 -0.049 -0.048
C -0.34675 -1.05492 0.71876 -0.282 -0.360 0.246
C -1.81485 -1.29934 0.36109 -0.153 -0.293 -0.214
C -2.19220 -1.29971 -1.11878 -0.118 0.082 -0.334
O -3.59159 -1.53638 -1.27100 -0.081 0.120 0.724
C -3.99485 -2.82506 -0.98560 -0.024 -0.348 -0.144
C -4.98178 -2.91285 0.13708 -0.295 0.325 -0.316
O -3.59392 -3.75955 -1.61485 0.286 0.108 0.087
N -0.04224 0.40227 1.02495 0.361 0.189 -0.034
C -0.38834 1.38296 -0.05011 -0.371 0.132 -0.344
C 0.44266 1.36452 -1.35600 0.323 0.349 -0.371
C 1.24865 2.65721 -1.49951 -0.365 -0.311 -0.174
O -0.44874 1.32052 -2.46463 -0.056 -0.100 0.085
O -0.85893 0.59583 2.19842 -0.086 -0.062 -0.222
C -1.58480 1.82886 2.40671 -0.367 0.662 0.244
C -2.97041 1.91325 1.79285 0.081 0.155 0.054
C 1.42005 0.61586 1.44145 0.283 -0.275 0.142
P 1.56620 0.82267 3.27682 -0.082 0.577 0.201
O 0.93755 2.06268 3.72854 -0.018 -0.151 -0.014
O 3.12282 0.80164 3.56364 -0.133 -0.293 -0.181
O 1.06987 -0.55166 3.91825 0.015 -0.109 -0.030
C 2.51744 -0.34352 0.83248 -0.205 0.036 -0.334
B 3.49967 0.59112 -0.04591 -0.238 0.292 -0.087
O 3.65806 0.61227 -1.39660 -0.009 0.014 -0.062
O 4.13496 1.53243 0.69746 0.248 -0.528 0.056
C 5.33114 2.15715 0.18693 0.063 0.456 -0.046
C 6.40787 1.15366 -0.18309 -0.168 -0.063 -0.306
H 4.79152 -2.36165 0.12394 0.061 0.040 -0.043
H 4.80847 -2.80080 -1.66760 -0.006 -0.032 -0.001
H 2.44408 -2.37478 -1.83507 -0.040 0.007 0.021
H 3.16628 -2.63693 1.95150 0.047 0.034 -0.122
H 1.43610 -2.63193 2.18531 -0.003 0.055 -0.014
H 0.52761 -1.44553 -1.25171 0.036 0.249 0.054
H 0.29072 -2.79297 -0.19990 -0.041 0.009 -0.129
H -0.20792 -1.51275 1.69922 0.052 0.220 0.098
H -2.49260 -0.63181 0.88890 0.143 0.090 0.076
H -2.02402 -2.30094 0.74989 -0.005 0.006 0.010
H -1.64869 -2.05702 -1.68777 0.096 0.055 0.005
H -2.04311 -0.31429 -1.55513 0.087 -0.087 -0.148
H -5.23717 -3.94762 0.33848 0.075 -0.006 0.072
H -4.59912 -2.39206 1.01400 0.029 -0.117 0.065
H -5.88762 -2.37810 -0.15826 0.009 0.014 0.040
H -1.43696 1.24942 -0.29399 0.038 -0.186 -0.023
H -0.28503 2.37939 0.37129 0.044 -0.107 0.240
H 1.13392 0.52774 -1.42946 -0.085 -0.109 0.356
H 0.55620 3.44844 -1.79342 0.029 0.089 0.170
H 1.97998 2.55077 -2.29545 0.084 0.085 0.093
H 1.76007 2.93547 -0.57807 0.090 0.015 -0.091
H -0.49068 0.43259 -2.83270 0.014 0.022 -0.041
H -1.67226 1.85290 3.49224 0.104 -0.265 0.001
H -0.98868 2.71264 2.18904 0.182 -0.165 -0.100
H -3.49230 2.70835 2.32938 -0.016 -0.020 0.002
H -3.55227 1.00413 1.93635 0.045 -0.045 -0.040
H -2.97304 2.20982 0.74535 -0.021 -0.172 -0.049
H 1.64080 1.62680 1.09903 0.024 0.045 0.099
H 3.46094 -0.06904 3.81021 0.126 0.095 0.099
H 0.30744 -0.41648 4.49754 -0.002 -0.058 0.002
H 3.15226 -0.58504 1.68302 0.106 0.086 -0.034
H 3.19257 -0.06172 -1.89630 0.187 -0.177 0.047
H 5.69480 2.80058 0.98746 -0.135 -0.057 0.098
H 5.05317 2.80184 -0.64850 0.067 -0.069 -0.080
H 6.27133 0.76609 -1.19297 -0.055 0.003 0.045
H 7.38174 1.63929 -0.14960 0.045 -0.067 0.083
H 6.39500 0.30491 0.50380 0.148 0.103 0.129
C 3.44089 4.96962 0.79066 -0.095 0.027 -0.045
C 3.58477 5.45776 -0.63271 0.030 0.010 -0.031
O 3.60714 4.66650 -1.56693 -0.001 0.004 0.002
N 3.68518 6.79046 -0.84103 -0.023 -0.054 0.014
C 3.67612 7.85630 0.14278 0.017 0.011 -0.136
H 3.37268 3.88732 0.75296 0.038 -0.021 0.088
H 4.29934 5.25426 1.39967 -0.049 0.020 0.046
H 2.53415 5.36499 1.25124 0.055 0.065 0.065
H 3.77875 7.04172 -1.81332 0.011 0.007 0.001
H 2.84528 8.53874 -0.03972 -0.010 -0.001 0.046
H 4.60503 8.42572 0.09866 0.002 -0.003 0.049
H 3.57157 7.44699 1.14224 0.001 -0.001 0.009
C -8.95106 -6.01933 -2.35785 -0.041 -0.001 0.033
C -8.82394 -4.74201 -1.56192 -0.003 -0.010 0.029
O -9.51216 -4.51251 -0.58402 0.015 -0.013 0.003
N -7.89270 -3.83608 -1.97627 0.055 -0.090 -0.022
C -6.97504 -3.92130 -3.09634 -0.086 0.201 0.180
H -9.72649 -6.62477 -1.89952 -0.004 0.021 0.019
H -9.22818 -5.80953 -3.39150 0.041 -0.018 -0.016
H -8.01407 -6.57752 -2.35358 0.004 0.005 -0.047
H -7.87115 -3.00671 -1.40516 -0.063 0.029 -0.040
H -5.94384 -3.87456 -2.74443 0.049 -0.062 -0.112
H -7.15065 -3.09479 -3.78713 0.050 -0.058 -0.086
H -7.10680 -4.85454 -3.63355 -0.036 -0.013 0.015
```
Forces are in eV/Å.

Computed properties:
charge: +1
LUMO: -0.086 hartree
spin multiplicity: 1
Kohn-Sham gap: 8.59 eV

***

| no. | strongest force on any atom (eV/A) |
| --- | --- |
| 1 | 6.00 |
| 2 | 0.98 |
| 3 | 0.80 |